Record 1
Below is 9 unconnected molecules or ions with the total composition C4H22NO11 at a distorted geometry, with properties calculated with ωB97M-V/def2-TZVPD.

ORCA input file:
```
! wB97M-V def2-TZVPD RIJCOSX def2/J DEFGRID3
* xyz -1 1
C -0.29 2.89 -0.44
C 0.38 2.84 0.95
C 1.45 1.82 1.23
O 1.44 1.32 2.31
N 0.64 2.79 -1.58
C 1.16 1.58 -2.04
O 2.25 1.63 -2.62
O 0.38 0.57 -1.91
H -1.02 2.05 -0.52
H -0.90 3.77 -0.57
H 0.73 3.83 1.26
H -0.50 2.75 1.62
H 2.25 1.64 0.53
H 1.18 3.59 -1.62
H -2.86 -1.19 1.76
H -3.11 -1.13 0.20
O -3.00 -0.57 1.05
H 0.48 -0.65 0.53
H 1.97 -0.88 0.49
O 1.18 -1.07 1.03
H -0.99 -1.81 -2.67
H 0.30 -2.47 -2.78
O -0.58 -2.68 -2.53
H 0.01 0.31 3.66
H -1.25 1.01 3.96
O -0.73 0.27 4.22
H -0.84 -2.49 2.22
H -1.41 -3.76 2.02
O -1.46 -3.04 2.61
H 1.31 -3.16 1.32
H 0.13 -3.59 0.41
O 0.71 -3.89 1.16
H -1.61 0.49 -2.85
H -1.59 -0.05 -1.37
O -1.93 -0.30 -2.29
H 2.66 -0.60 -3.32
H 1.44 -0.62 -2.46
O 2.03 -1.21 -3.01
*
```

Calculated values
LUMO energy: 0.1050 Ha
orbital gap: 9.05 eV
relative energy (zero: lowest compared OMol25 entry of this formula, charge and spin): 1.941 eV
E_HOMO: -6.19 eV

Record 2
Below is a gas-phase ion, C6H10N (charge +1) at a distorted geometry, with properties calculated with ωB97M-V/def2-TZVPD.

ORCA input file:
```
! wB97M-V def2-TZVPD RIJCOSX def2/J DEFGRID3
* xyz 1 1
C 0.97 0.76 -1.30
N -0.07 0.52 -0.61
C -1.19 1.42 -0.65
C -0.04 -0.53 0.37
C 1.25 -1.36 0.38
C -1.35 -1.07 1.09
C -0.64 -0.22 1.78
H 0.88 1.53 -2.05
H 1.84 0.01 -1.31
H -2.01 0.90 -0.20
H -1.35 1.86 -1.71
H -0.79 2.24 -0.03
H 0.97 -2.26 0.81
H 2.10 -0.81 0.81
H 1.56 -1.61 -0.59
H -1.96 -1.73 0.62
H -0.16 0.34 2.58
*
```

Calculated values
LUMO energy: -0.1644 Ha
orbital gap: 9.68 eV
relative energy (zero: lowest compared OMol25 entry of this formula, charge and spin): 2.984 eV
E_HOMO: -14.15 eV

Record 3
Below is a molecular structure, C3H7N5 at a distorted geometry, with properties calculated with ωB97M-V/def2-TZVPD.

ORCA input file:
```
! wB97M-V def2-TZVPD RIJCOSX def2/J DEFGRID3
* xyz 0 1
C -0.78 0.95 1.63
C -0.64 0.34 0.23
C 0.47 -0.78 -1.89
H 0.54 0.76 3.47
H 1.45 0.74 1.89
H -2.06 1.27 2.17
H -0.37 2.15 1.33
H 0.69 -1.09 -2.88
H 1.67 -2.06 -0.47
H 0.45 -0.83 1.22
N 0.51 0.29 2.34
N -0.68 0.93 -0.92
N -0.48 0.20 -2.02
N 1.10 -1.09 -0.71
N 0.02 -0.90 0.38
*
```

Calculated values
LUMO energy: 0.0221 Ha
orbital gap: 8.29 eV
relative energy (zero: lowest compared OMol25 entry of this formula, charge and spin): 7.697 eV
E_HOMO: -7.68 eV

Record 4
Below is a single C4H6ClN molecule at a distorted geometry, with properties calculated with ωB97M-V/def2-TZVPD.

ORCA input file:
```
! wB97M-V def2-TZVPD RIJCOSX def2/J DEFGRID3
* xyz 0 1
Cl 1.69 2.24 -1.30
C 0.87 0.74 -1.74
C 0.25 -0.05 -0.85
C 0.03 0.22 0.58
C -1.17 -0.35 1.25
N 0.12 -0.94 1.48
H 1.09 0.45 -2.78
H -0.11 -0.98 -1.25
H 0.43 1.17 0.97
H -1.88 -0.91 0.61
H -1.55 0.20 2.09
H 0.24 -1.79 0.94
*
```

Calculated values
LUMO energy: 0.0358 Ha
orbital gap: 10.00 eV
relative energy (zero: lowest compared OMol25 entry of this formula, charge and spin): 1.371 eV
E_HOMO: -9.02 eV

Record 5
Below is a molecular structure, C20H50BrClF3INO14P, with properties calculated with ωB97M-V/def2-TZVPD.

ORCA input file:
```
! wB97M-V def2-TZVPD RIJCOSX def2/J DEFGRID3
* xyz 0 1
O 5.38 0.74 -1.87
C 4.49 0.50 -2.63
O 4.71 -0.26 -3.77
C 3.05 0.93 -2.44
C 2.61 0.63 -1.01
C 1.17 1.00 -0.60
Br 0.28 2.13 -1.99
C 0.15 -0.14 -0.42
P -0.06 -1.20 -1.96
O 0.83 -2.49 -1.49
Cl -1.98 -1.91 -1.68
C -0.98 0.62 0.29
O -2.15 0.42 0.29
N -0.36 1.65 1.03
C 1.06 1.72 0.77
I 1.72 3.82 0.60
C 1.89 1.19 1.96
C 2.05 -0.32 2.11
O 2.95 -0.52 3.20
C 2.91 -1.84 3.67
C 4.27 -2.25 4.19
F 4.13 -3.18 5.16
F 4.96 -1.24 4.71
F 5.03 -2.81 3.24
H 4.70 0.31 -4.56
H 2.42 0.44 -3.18
H 3.03 2.01 -2.61
H 2.72 -0.46 -0.85
H 3.31 1.11 -0.32
H 0.49 -0.82 0.37
H 0.87 -2.64 -0.53
H -0.67 1.71 1.99
H 2.88 1.65 1.98
H 1.38 1.53 2.86
H 1.09 -0.79 2.35
H 2.47 -0.80 1.22
H 2.19 -1.95 4.49
H 2.65 -2.55 2.88
C -5.47 0.48 -1.61
O -4.60 1.51 -1.15
H -6.23 0.96 -2.23
H -4.95 -0.27 -2.21
H -5.98 -0.01 -0.77
H -3.93 1.09 -0.60
C -3.44 2.19 2.48
O -2.47 1.75 3.45
H -2.91 2.75 1.72
H -3.93 1.34 2.00
H -4.19 2.84 2.94
H -2.94 1.26 4.13
C -0.93 4.25 5.29
O -1.70 4.53 4.14
H -0.96 5.13 5.92
H -1.35 3.40 5.84
H 0.11 4.03 5.04
H -1.68 3.75 3.58
C -3.94 3.98 7.86
O -4.22 3.42 6.59
H -4.19 3.24 8.62
H -2.88 4.24 7.96
H -4.54 4.88 8.04
H -3.99 4.07 5.92
C 3.08 -3.41 -5.09
O 2.93 -2.64 -3.91
H 2.19 -4.02 -5.21
H 3.16 -2.77 -5.97
H 3.96 -4.06 -5.05
H 3.69 -2.06 -3.85
C 0.98 -5.82 2.70
O 1.66 -4.67 3.20
H 0.34 -5.48 1.88
H 1.67 -6.56 2.31
H 0.35 -6.27 3.47
H 2.23 -4.95 3.92
C 3.24 -0.61 -7.21
O 4.39 -0.36 -6.42
H 3.06 0.27 -7.82
H 3.40 -1.47 -7.87
H 2.36 -0.80 -6.59
H 4.56 -1.16 -5.90
C -8.38 2.85 0.13
O -7.46 1.79 0.33
H -9.37 2.41 0.09
H -8.36 3.57 0.96
H -8.19 3.38 -0.81
H -6.56 2.16 0.35
C 0.56 -3.04 -8.02
O 1.33 -4.16 -7.61
H 0.10 -2.64 -7.12
H 1.18 -2.27 -8.48
H -0.23 -3.32 -8.72
H 1.75 -4.56 -8.38
*
```

Calculated values
LUMO energy: -0.0081 Ha
orbital gap: 9.11 eV
relative energy (zero: lowest compared OMol25 entry of this formula, charge and spin): 0.000 eV
E_HOMO: -9.33 eV

Record 6
Below is a single C4H4S molecule at a distorted geometry, with properties calculated with ωB97M-V/def2-TZVPD.

ORCA input file:
```
! wB97M-V def2-TZVPD RIJCOSX def2/J DEFGRID3
* xyz 0 1
C 0.95 0.17 0.42
C 0.04 0.94 -0.17
C -1.48 0.42 0.19
C -2.28 -0.06 1.04
S -3.15 -0.08 -0.51
H 2.02 0.51 0.38
H 0.61 -0.72 0.94
H 0.20 1.80 -0.69
H -2.47 -0.70 1.92
*
```

Calculated values
LUMO energy: 0.0289 Ha
orbital gap: 8.39 eV
relative energy (zero: lowest compared OMol25 entry of this formula, charge and spin): 3.789 eV
E_HOMO: -7.60 eV

Record 7
Below is a molecular structure, C22H20N3O3S5SiTi, with properties calculated with ωB97M-V/def2-TZVPD.

ORCA input file:
```
! wB97M-V def2-TZVPD RIJCOSX def2/J DEFGRID3
* xyz -2 2
Ti 1.60 -0.11 -0.11
S 2.86 -1.46 3.07
C 2.36 0.13 3.00
N 1.87 0.82 1.97
C 1.52 2.13 2.30
C 0.93 3.06 1.45
C 0.64 4.33 1.93
C 0.93 4.69 3.24
C 1.50 3.77 4.10
C 1.79 2.50 3.63
S 2.46 1.15 4.47
H 0.69 2.79 0.44
H 0.20 5.05 1.25
H 0.70 5.69 3.59
H 1.72 4.03 5.13
O 5.24 -0.80 -1.01
C 4.12 -1.28 -1.08
O 3.21 -1.14 -0.14
C 3.75 -2.19 -2.22
C 4.81 -2.85 -2.85
C 4.60 -3.76 -3.86
C 3.29 -4.02 -4.26
C 2.24 -3.37 -3.66
C 2.43 -2.42 -2.63
S 0.99 -1.60 -2.06
H 5.81 -2.61 -2.50
H 5.44 -4.27 -4.33
H 3.10 -4.74 -5.05
H 1.22 -3.55 -3.99
C -4.46 1.95 0.10
Si -4.21 0.15 -0.35
C -4.13 -0.09 -2.21
C -5.75 -0.77 0.25
C -2.75 -0.61 0.54
C -2.90 -1.58 1.51
C -1.79 -2.13 2.15
C -0.54 -1.69 1.78
N -0.36 -0.75 0.85
C -1.43 -0.19 0.23
S -1.04 1.00 -0.93
H -5.34 2.37 -0.41
H -3.58 2.52 -0.19
H -4.61 2.06 1.18
H -5.13 -0.05 -2.65
H -3.68 -1.05 -2.45
H -3.51 0.68 -2.66
H -6.64 -0.35 -0.24
H -5.89 -0.67 1.33
H -5.71 -1.83 0.01
H -3.89 -1.93 1.78
H -1.89 -2.89 2.91
H 0.36 -2.08 2.23
O 1.79 3.83 -1.79
S 2.70 2.67 -1.80
N 2.36 1.47 -1.01
*
```

Calculated values
LUMO energy (alpha / beta): 0.1616 / 0.1616 Ha
orbital gap (alpha / beta): 6.10 / 6.44 eV
<S²>: 0.767
relative energy (zero: lowest compared OMol25 entry of this formula, charge and spin): 0.162 eV
E_HOMO (alpha / beta): -1.70 / -2.04 eV

Record 8
Below is a molecular structure, C18H23N4O9P2STl, with properties calculated with ωB97M-V/def2-TZVPD.

ORCA input file:
```
! wB97M-V def2-TZVPD RIJCOSX def2/J DEFGRID3
* xyz -2 1
Tl -1.16 1.57 0.57
C -2.59 4.21 0.15
C -3.48 3.52 0.99
C -4.05 2.45 0.26
C -3.50 2.48 -1.05
C -2.59 3.56 -1.11
H -2.01 5.08 0.42
H -3.70 3.76 2.02
H -4.78 1.74 0.62
H -3.74 1.81 -1.86
H -2.02 3.87 -1.98
N 4.60 3.00 -0.18
C 3.44 2.14 0.27
C 3.90 0.71 0.50
P 2.79 3.02 1.78
O 3.51 2.21 3.01
O 3.46 4.36 1.68
O 1.33 2.79 1.90
P 2.30 2.18 -1.23
O 1.62 3.64 -1.10
O 3.30 2.31 -2.35
O 1.33 1.07 -1.11
H 5.49 2.59 0.09
H 4.45 3.89 0.32
H 4.52 3.03 -1.22
H 4.67 0.66 1.27
H 4.27 0.26 -0.43
H 3.05 0.11 0.83
H 2.86 1.62 3.39
H 0.91 3.65 -0.45
O -0.71 -4.85 3.97
S -1.26 -4.52 2.67
O -1.93 -5.60 1.98
N -2.13 -3.19 2.70
C -1.59 -2.19 1.96
O -2.07 -1.07 1.78
C -0.28 -2.60 1.31
C 0.54 -1.87 0.46
C 1.68 -2.48 -0.04
C 2.00 -3.79 0.30
C 1.17 -4.53 1.14
C 0.04 -3.91 1.63
H 0.29 -0.86 0.17
H 2.32 -1.92 -0.72
H 2.90 -4.25 -0.11
H 1.40 -5.56 1.40
C -3.78 -3.14 -2.15
N -2.75 -2.13 -2.15
C -1.79 -1.92 -3.12
C -1.03 -0.88 -2.68
N -1.51 -0.44 -1.47
C -2.54 -1.20 -1.19
H -3.59 -3.85 -2.95
H -4.77 -2.70 -2.29
H -3.78 -3.69 -1.20
H -1.73 -2.55 -4.00
H -0.16 -0.42 -3.12
H -3.12 -1.15 -0.28
*
```

Calculated values
LUMO energy: 0.1633 Ha
orbital gap: 6.53 eV
relative energy (zero: lowest compared OMol25 entry of this formula, charge and spin): 0.446 eV
E_HOMO: -2.08 eV

Record 9
Below is a molecular structure, C6H15BrMnNO6S at a distorted geometry, with properties calculated with ωB97M-V/def2-TZVPD.

ORCA input file:
```
! wB97M-V def2-TZVPD RIJCOSX def2/J DEFGRID3
* xyz -1 6
Mn -0.20 1.13 0.65
Br -1.30 2.00 2.78
S 1.05 3.21 -0.43
O 1.11 4.59 0.03
O -0.35 2.70 -0.66
O 1.86 3.03 -1.63
O 1.48 2.25 0.58
C 0.44 -1.30 2.88
O 0.98 -0.76 1.69
C 1.37 -1.78 0.78
C 1.83 -1.16 -0.52
N 0.88 -0.13 -1.02
C -0.18 -0.67 -1.84
C -1.40 -1.05 -0.96
O -1.77 0.11 -0.22
C -2.77 0.91 -0.87
H -0.28 -2.09 2.64
H -0.03 -0.59 3.56
H 1.26 -1.83 3.39
H 0.56 -2.51 0.75
H 2.19 -2.36 1.23
H 2.03 -1.95 -1.25
H 2.76 -0.64 -0.30
H 1.56 0.47 -1.49
H 0.08 -1.60 -2.37
H -0.48 0.00 -2.65
H -1.27 -1.89 -0.27
H -2.25 -1.44 -1.53
H -2.84 0.81 -1.95
H -2.57 1.94 -0.58
H -3.74 0.63 -0.44
*
```

Calculated values
LUMO energy (alpha / beta): 0.0939 / 0.0936 Ha
orbital gap (alpha / beta): 6.71 / 7.19 eV
<S²>: 8.754
relative energy (zero: lowest compared OMol25 entry of this formula, charge and spin): 0.488 eV
E_HOMO (alpha / beta): -4.15 / -4.64 eV

Record 10
Below is a molecular structure, C13H23FN2Re at a distorted geometry, with properties calculated with ωB97M-V/def2-TZVPD.

ORCA input file:
```
! wB97M-V def2-TZVPD RIJCOSX def2/J DEFGRID3
* xyz 2 4
Re 0.19 0.03 -0.17
C -1.37 -0.94 -1.97
N -0.70 -1.64 -0.88
C -1.53 -2.73 -0.37
C 0.63 -2.17 -1.29
C 1.69 -1.14 -1.79
N 2.08 -0.04 -0.88
C 3.02 0.86 -1.54
C 2.64 -0.54 0.37
H -1.51 -1.58 -2.85
H -0.82 -0.05 -2.27
H -2.36 -0.59 -1.64
H -1.74 -3.49 -1.13
H -2.49 -2.34 -0.01
H -1.06 -3.21 0.49
H 0.49 -2.91 -2.09
H 1.06 -2.72 -0.45
H 1.32 -0.71 -2.73
H 2.59 -1.72 -2.07
H 3.96 0.35 -1.81
H 3.27 1.71 -0.89
H 2.58 1.28 -2.45
H 3.52 -1.17 0.21
H 1.90 -1.11 0.94
H 2.94 0.29 1.02
F -3.57 4.15 1.84
C -2.67 3.16 1.84
C -1.32 3.45 1.63
C -0.39 2.41 1.65
C -0.80 1.10 1.87
C 0.19 0.03 1.95
C -2.15 0.82 2.08
C -3.09 1.86 2.07
H -1.02 4.47 1.45
H 0.66 2.65 1.49
H -0.10 -0.98 2.31
H 1.21 0.25 2.31
H -2.49 -0.20 2.27
H -4.14 1.65 2.24
H -0.63 1.44 -0.74
*
```

Calculated values
LUMO energy (alpha / beta): -0.2774 / -0.2921 Ha
orbital gap (alpha / beta): 7.24 / 7.69 eV
<S²>: 3.781
E_HOMO (alpha / beta): -14.79 / -15.64 eV

Record 11
Below is 2 unconnected molecules or ions with the total composition NO5P at a distorted geometry, with properties calculated with ωB97M-V/def2-TZVPD.

ORCA input file:
```
! wB97M-V def2-TZVPD RIJCOSX def2/J DEFGRID3
* xyz -2 1
N 2.92 -0.34 -0.13
O -2.47 1.13 1.04
O -2.30 -1.35 0.62
O 3.92 -0.41 -0.95
O 2.95 0.62 0.69
O -2.60 0.33 -1.35
P -2.41 0.02 0.08
*
```

Calculated values
LUMO energy: 0.2408 Ha
orbital gap: 7.16 eV
relative energy (zero: lowest compared OMol25 entry of this formula, charge and spin): 0.000 eV
E_HOMO: -0.61 eV

| no. | energy (eV) |
| --- | --- |
| 1 | -28520.1484 |
| 2 | -7863.3645 |
| 3 | -10667.3037 |
| 4 | -18256.0705 |
| 5 | -159810.8486 |
| 6 | -15043.8900 |
| 7 | -118928.7010 |
| 8 | -77541.9228 |
| 9 | -132442.0136 |
| 10 | -21660.7287 |
| 11 | -21016.7491 |